No. 1
76
Properties=species:S:1:pos:R:3 method="wB97M-V/def2-TZVPD" s_squared=2.01 total_energy_ha=-3007.8829 homo_lumo_gap_ev="7.059 / 7.122" multiplicity=3
Mo -0.119 2.215 -0.649
C 6.693 -5.314 1.580
O 5.365 -4.834 1.685
C 5.143 -3.771 2.496
C 3.817 -3.342 2.584
C 3.488 -2.256 3.365
C 4.481 -1.590 4.086
C 5.784 -2.055 4.048
C 6.130 -3.125 3.232
N 4.191 -0.515 4.985
N 3.505 0.459 4.648
C 3.084 0.685 3.303
C 3.961 0.773 2.248
C 3.528 1.119 0.955
C 2.201 1.369 0.724
O 1.702 1.667 -0.490
C 1.293 1.315 1.803
N -0.004 1.596 1.498
C -0.903 1.572 2.460
C -0.570 1.277 3.789
C 0.731 0.992 4.115
C 1.714 0.995 3.105
H 6.657 -6.152 0.890
H 7.068 -5.659 2.547
H 7.362 -4.547 1.183
H 3.062 -3.881 2.028
H 2.458 -1.931 3.426
H 6.534 -1.568 4.658
H 7.158 -3.454 3.200
H 5.011 0.570 2.409
H 4.233 1.187 0.139
H -1.926 1.793 2.179
H -1.346 1.288 4.541
H 1.021 0.775 5.134
O 2.029 5.087 -1.084
S 0.631 4.903 -1.321
O -0.187 6.048 -1.576
O 0.032 4.103 -0.096
S 0.317 3.403 -2.708
C -1.233 -1.882 -3.225
C -1.895 -0.545 -3.589
C -3.048 -0.816 -4.559
C -0.867 0.365 -4.271
Si -2.427 0.269 -1.964
O -1.080 0.613 -1.076
C -3.482 -0.860 -0.901
C -4.763 -1.269 -1.279
C -5.523 -2.094 -0.464
C -5.015 -2.528 0.753
C -3.746 -2.130 1.149
C -2.990 -1.304 0.329
C -3.238 1.952 -2.194
C -4.174 2.292 -3.173
C -4.621 3.598 -3.316
C -4.142 4.605 -2.489
C -3.232 4.297 -1.491
C -2.812 2.983 -1.362
H -0.840 -2.359 -4.128
H -1.945 -2.570 -2.764
H -0.399 -1.741 -2.533
H -2.659 -1.331 -5.443
H -3.517 0.103 -4.909
H -3.813 -1.462 -4.122
H -0.514 -0.102 -5.196
H 0.004 0.540 -3.636
H -1.297 1.335 -4.535
H -5.188 -0.932 -2.219
H -6.514 -2.398 -0.777
H -5.607 -3.172 1.390
H -3.344 -2.467 2.097
H -1.994 -1.006 0.639
H -4.566 1.535 -3.839
H -5.340 3.834 -4.090
H -4.478 5.625 -2.621
H -2.829 5.064 -0.842
H -2.204 2.763 -0.468

No. 2
82
Properties=species:S:1:pos:R:3 method="wB97M-V/def2-TZVPD" s_squared=12.01 total_energy_ha=-6219.4149 e_above_lowest_kcal_mol=24.8 homo_lumo_gap_ev="5.791 / 5.796" multiplicity=7 charge=-2
Eu 1.167 -0.132 0.715
N 0.372 2.265 3.264
C 0.319 2.214 1.938
S 1.667 2.856 0.999
N -0.699 1.505 1.478
N -0.756 1.511 0.091
C -1.955 1.589 -0.435
C -3.177 1.747 0.413
C -3.340 3.032 0.954
C -4.447 3.333 1.732
C -5.377 2.328 2.056
C -5.210 1.046 1.557
C -4.097 0.762 0.734
C -2.165 1.522 -1.861
C -3.484 1.326 -2.334
C -3.835 1.104 -3.650
C -2.845 1.103 -4.627
C -1.537 1.282 -4.227
N -1.133 1.523 -2.893
H 1.306 2.332 3.671
H -0.193 1.597 3.757
H -2.512 3.698 0.786
H -4.514 4.354 2.118
H -6.257 2.530 2.642
H -5.917 0.262 1.820
H -4.021 -0.245 0.319
H -4.300 1.200 -1.652
H -4.851 0.836 -3.884
H -3.044 0.937 -5.695
H -0.715 1.229 -4.905
O 1.980 -0.219 2.824
C 1.996 -1.241 3.647
C 3.244 -1.539 4.260
C 3.432 -2.695 5.057
C 2.341 -3.506 5.269
C 1.107 -3.180 4.700
C 0.868 -2.049 3.942
C -0.527 -1.634 3.472
N -1.264 -0.682 4.011
C -2.497 -0.790 3.372
C -2.485 -1.786 2.440
N -1.210 -2.348 2.540
H 4.070 -0.819 4.067
H 4.381 -2.964 5.479
H 2.410 -4.408 5.927
H 0.302 -3.883 4.962
H -3.260 -0.036 3.591
H -3.139 -2.173 1.660
H -0.899 -3.068 1.895
C 1.713 0.517 -3.996
C 1.243 1.973 -3.598
C 2.355 2.633 -2.743
C 1.053 2.864 -4.856
C 0.100 1.902 -2.638
H 2.516 0.570 -4.754
H 0.901 -0.166 -4.358
H 2.056 0.081 -3.066
H 3.385 2.647 -3.216
H 2.509 2.120 -1.826
H 2.087 3.686 -2.499
H 1.990 3.355 -5.113
H 0.312 3.668 -4.693
H 0.616 2.343 -5.747
H 0.324 2.043 -1.594
Br 7.430 -0.064 0.254
C 5.902 -1.136 -0.129
C 5.749 -1.709 -1.392
C 4.588 -2.379 -1.695
C 3.629 -2.466 -0.682
N 3.784 -1.974 0.545
C 4.876 -1.266 0.812
H 6.535 -1.661 -2.139
H 4.498 -2.832 -2.672
H 2.648 -2.936 -0.838
H 4.936 -0.816 1.796
F 2.293 -0.157 -1.010
Sb -2.932 -3.751 -1.737
F -4.038 -2.463 -0.689
F 0.382 -1.931 0.296
F -2.285 -4.174 0.025
F -1.905 -5.334 -2.162
F -4.551 -4.815 -1.883

No. 3
94
Properties=species:S:1:pos:R:3 method="wB97M-V/def2-TZVPD" s_squared=0.75 total_energy_ha=-7539.9714 e_above_lowest_kcal_mol=428.5 homo_lumo_gap_ev="4.343 / 5.357" multiplicity=2 charge=-2
Sr 1.552 1.586 0.403
S -0.544 0.977 -0.496
C -2.002 1.790 -1.792
C -3.109 1.055 -2.125
C -4.041 1.552 -3.050
C -5.160 0.811 -3.472
N -6.084 0.280 -3.902
C -3.834 2.832 -3.624
C -2.726 3.570 -3.261
C -1.792 3.075 -2.329
S -0.527 4.083 -1.814
C -4.753 3.360 -4.556
N -5.481 3.813 -5.321
H -3.291 0.089 -1.677
H -2.555 4.559 -3.655
C -1.630 0.117 -5.042
O -0.526 0.881 -4.571
C 0.306 0.368 -3.650
O 1.238 1.046 -3.254
N 0.115 -0.939 -3.333
N 0.731 -1.492 -2.197
H -2.134 0.771 -5.750
H -2.310 -0.157 -4.234
H -1.290 -0.785 -5.558
H -0.834 -1.337 -3.393
H 1.184 -0.763 -1.636
H 1.416 -2.189 -2.483
N 2.840 2.926 -0.215
C 3.519 2.160 0.772
C 4.846 2.803 0.828
P 2.720 2.588 2.210
O 3.883 3.136 3.192
O 1.970 3.878 1.887
O 1.822 1.428 2.468
P 3.796 0.696 -0.076
O 5.139 -0.005 0.572
O 4.361 1.196 -1.408
O 2.505 -0.038 -0.246
H 3.398 3.717 -0.558
H 2.202 3.308 0.515
H 2.864 2.191 -0.909
H 4.659 3.867 1.132
H 5.271 2.781 -0.197
H 5.543 2.305 1.519
H 4.591 2.529 3.378
H 5.758 0.343 -0.066
Cl -0.996 -3.534 0.633
Ge -1.169 -1.194 -0.189
Cl -3.258 -1.166 0.599
Cl -2.223 -2.276 -2.115
O -0.836 -0.473 1.961
N -0.260 -1.340 2.721
C -0.781 -1.628 3.882
C -1.969 -1.077 4.433
N -2.908 -0.636 4.928
C -0.139 -2.528 4.754
N 0.353 -3.198 5.550
N -1.831 2.524 1.895
C -3.121 2.352 1.410
C -3.991 1.474 2.056
C -5.314 1.397 1.673
C -5.796 2.206 0.657
C -4.941 3.094 0.024
C -3.611 3.171 0.396
H -1.203 3.033 1.254
H -1.387 1.663 2.236
H -3.615 0.855 2.854
H -5.969 0.698 2.168
H -6.835 2.162 0.368
H -5.319 3.733 -0.763
H -2.928 3.861 -0.084
C 2.855 -2.105 3.749
C 2.813 -1.758 2.413
N 3.409 -0.668 1.991
C 3.897 0.191 2.835
C 3.938 -0.006 4.203
C 3.427 -1.218 4.644
C 4.495 1.010 5.105
C 3.783 2.036 5.570
C 2.366 2.223 5.226
C 1.885 3.455 4.779
C 0.601 3.463 4.265
N -0.188 2.406 4.348
C 0.324 1.331 4.905
N 1.570 1.163 5.308
H 2.421 -3.032 4.081
H 2.303 -2.321 1.646
H 4.404 1.044 2.361
H 3.469 -1.444 5.700
H 5.558 0.919 5.332
H 4.253 2.835 6.136
H 2.526 4.325 4.717
H 0.199 4.326 3.753
H -0.332 0.485 5.033

No. 4
74
Properties=species:S:1:pos:R:3 method="wB97M-V/def2-TZVPD" total_energy_ha=-2812.7795 e_above_lowest_kcal_mol=0.0 homo_lumo_gap_ev=7.858 multiplicity=1
Rh 0.065 -0.947 -0.940
S -3.493 -3.095 0.766
C -3.735 -1.467 1.302
C -4.744 -0.979 2.125
C -4.756 0.368 2.412
C -3.779 1.217 1.888
C -2.775 0.735 1.077
C -2.743 -0.624 0.780
N -1.809 -1.284 -0.023
C -2.107 -2.569 -0.118
C -1.356 -3.411 -0.998
C -1.650 -4.766 -1.150
C -0.970 -5.518 -2.078
C -0.012 -4.886 -2.862
C 0.288 -3.543 -2.695
C -0.354 -2.739 -1.741
H -5.498 -1.641 2.526
H -5.528 0.769 3.054
H -3.803 2.272 2.128
H -1.996 1.361 0.692
H -2.419 -5.227 -0.540
H -1.181 -6.571 -2.197
H 0.524 -5.454 -3.612
H 1.057 -3.137 -3.327
C 3.199 -1.135 -2.059
N 1.903 -0.553 -2.413
C 1.619 -0.790 -3.846
C 1.982 0.917 -2.265
C 0.595 1.459 -2.474
C 0.333 2.709 -3.021
C -0.968 3.150 -3.189
C -2.022 2.335 -2.805
C -1.771 1.097 -2.227
C -0.463 0.628 -2.066
H 3.967 -0.775 -2.756
H 3.167 -2.223 -2.098
H 3.459 -0.841 -1.046
H 2.471 -0.426 -4.432
H 0.728 -0.247 -4.141
H 1.467 -1.830 -4.092
H 2.708 1.346 -2.973
H 2.327 1.138 -1.260
H 1.163 3.349 -3.296
H -1.159 4.128 -3.612
H -3.045 2.665 -2.952
H -2.601 0.473 -1.918
I -1.664 7.329 2.678
C -0.865 5.518 2.024
C 0.285 5.020 2.617
C 0.809 3.821 2.175
C 0.183 3.094 1.170
C -0.965 3.611 0.586
C -1.486 4.825 0.998
C 0.791 1.786 0.735
O 2.036 1.754 0.646
O 0.020 0.794 0.574
H 0.771 5.569 3.411
H 1.724 3.437 2.609
H -1.439 3.077 -0.224
H -2.369 5.226 0.521
C 2.794 -2.583 4.352
N 2.202 -2.734 3.043
C 2.070 -1.868 2.029
S 1.459 -2.532 0.572
N 2.434 -0.602 2.098
C 2.896 0.183 3.224
H 2.501 -3.449 4.940
H 2.420 -1.698 4.863
H 3.886 -2.548 4.316
H 1.956 -3.670 2.763
H 2.206 -0.030 1.269
H 3.736 -0.285 3.736
H 2.093 0.386 3.938
H 3.232 1.130 2.810

No. 5
67
Properties=species:S:1:pos:R:3 method="wB97M-V/def2-TZVPD" total_energy_ha=-1423.3854 smiles="O=C(CC(c1ccccc1)c1ccccc1)N1CCN(C(c2ccccc2)c2ccccc2)CC1" e_above_lowest_kcal_mol=0.0 homo_lumo_gap_ev=9.489 multiplicity=1
O 0.239 2.752 2.584
C 0.623 1.621 2.335
C 0.631 0.577 3.439
C -0.830 0.269 3.813
C -0.992 -0.553 5.069
C -2.261 -0.629 5.636
C -2.486 -1.370 6.780
C -1.441 -2.052 7.381
C -0.177 -1.988 6.825
C 0.046 -1.246 5.676
C -1.509 -0.407 2.644
C -2.262 0.337 1.744
C -2.863 -0.274 0.657
C -2.718 -1.636 0.456
C -1.965 -2.384 1.346
C -1.364 -1.773 2.432
N 1.033 1.283 1.091
C 1.495 0.010 0.591
C 0.713 -0.392 -0.662
N 0.833 0.644 -1.671
C 0.261 0.238 -2.948
C 0.999 -0.948 -3.531
C 0.320 -1.876 -4.309
C 0.999 -2.922 -4.910
C 2.366 -3.053 -4.736
C 3.049 -2.133 -3.958
C 2.371 -1.085 -3.364
C 0.384 1.336 -3.984
C -0.657 1.589 -4.867
C -0.526 2.555 -5.849
C 0.646 3.281 -5.957
C 1.689 3.036 -5.079
C 1.561 2.066 -4.102
C 0.239 1.860 -1.145
C 1.051 2.307 0.065
H 1.164 -0.331 3.169
H 1.122 1.038 4.299
H -1.319 1.237 3.980
H -3.079 -0.098 5.169
H -3.478 -1.413 7.207
H -1.612 -2.628 8.279
H 0.644 -2.517 7.286
H 1.043 -1.213 5.264
H -2.373 1.401 1.896
H -3.448 0.316 -0.035
H -3.189 -2.114 -0.390
H -1.849 -3.447 1.195
H -0.786 -2.362 3.130
H 1.379 -0.776 1.333
H 2.557 0.101 0.329
H 1.123 -1.325 -1.052
H -0.343 -0.565 -0.387
H -0.808 -0.026 -2.833
H -0.747 -1.779 -4.449
H 0.459 -3.635 -5.515
H 2.897 -3.868 -5.205
H 4.116 -2.231 -3.818
H 2.900 -0.368 -2.756
H -1.577 1.028 -4.785
H -1.344 2.742 -6.530
H 0.748 4.037 -6.722
H 2.606 3.601 -5.157
H 2.369 1.875 -3.414
H 0.267 2.639 -1.907
H -0.812 1.699 -0.844
H 0.640 3.220 0.496
H 2.088 2.482 -0.245

No. 6
69
Properties=species:S:1:pos:R:3 method="wB97M-V/def2-TZVPD" total_energy_ha=-1916.8782 homo_lumo_gap_ev=4.161 multiplicity=1 charge=+1
C -4.887 -3.673 1.154
O -3.852 -2.655 1.063
C -4.226 -1.362 1.001
C -3.169 -0.383 0.888
C -1.836 -0.827 0.792
C -0.694 -1.277 0.758
N 0.546 -1.754 0.742
C 0.955 -2.470 -0.464
C 0.600 -1.652 -1.679
C -0.407 -2.099 -2.534
C -0.706 -1.372 -3.689
C -0.005 -0.196 -3.980
C 1.002 0.249 -3.113
C 1.302 -0.475 -1.952
S 1.071 -2.497 2.362
C 2.799 -2.828 2.050
C 3.237 -4.158 1.994
C 4.588 -4.431 1.778
C 5.518 -3.400 1.630
C 6.975 -3.729 1.449
C 5.066 -2.076 1.679
C 3.720 -1.784 1.901
O 0.842 -1.395 3.253
O 0.364 -3.746 2.484
C -3.525 0.976 0.841
C -4.861 1.369 0.843
C -5.872 0.406 0.925
C -5.572 -0.952 1.016
H -4.330 -4.610 1.189
H -5.493 -3.553 2.064
H -5.548 -3.653 0.275
H 2.035 -2.655 -0.421
H 0.429 -3.436 -0.498
H -0.939 -3.019 -2.279
H -1.478 -1.736 -4.365
H -0.232 0.367 -4.889
H 1.570 1.149 -3.347
H 2.088 -0.147 -1.264
H 2.524 -4.975 2.094
H 4.940 -5.464 1.731
H 7.575 -2.822 1.353
H 7.363 -4.302 2.301
H 7.137 -4.341 0.555
H 5.792 -1.271 1.552
H 3.383 -0.748 1.940
H -2.719 1.710 0.786
H -5.116 2.428 0.775
H -6.919 0.707 0.918
H -6.365 -1.703 1.080
C 0.890 2.714 0.497
C 0.271 4.064 0.388
C 0.473 4.963 1.555
C -0.349 4.511 -0.797
C -1.167 5.694 -0.832
C -1.698 6.163 -2.025
C -1.458 5.493 -3.231
C -0.690 4.321 -3.225
C -0.159 3.825 -2.043
H 0.390 1.958 -0.121
H 1.957 2.732 0.217
H 0.841 2.369 1.541
H -0.226 5.800 1.599
H 0.371 4.382 2.480
H 1.489 5.393 1.562
H -1.395 6.221 0.098
H -2.310 7.064 -2.018
H -1.864 5.881 -4.165
H -0.492 3.795 -4.159
H 0.458 2.920 -2.063